Computed, not measured: C50H123LiN11O15 as an isolated structure, with wB97M-V/def2-TZVPD.

Output
E ... -101149.1283 eV
Total charge ... -1
F_max ... 5.6 eV/Å
Multiplicity ... 1

The geometry in XYZ format:
```
200
C50H123LiN11O15 wB97M-V/def2-TZVPD
Li 0.73 -0.85 -3.88
C -0.44 -1.29 -0.06
C 0.27 -1.01 -1.28
C 1.21 0.26 -1.45
O 1.76 0.37 -2.58
C 1.22 1.24 -0.38
C 0.49 0.94 0.72
C -0.34 -0.32 0.90
O -0.96 -0.66 2.01
O 0.64 1.89 1.62
O 0.09 -1.73 -2.22
H -1.11 -2.14 0.02
H 1.75 2.18 -0.46
C 1.54 -0.17 5.00
C 0.36 0.62 5.66
C 0.85 1.70 6.59
O 1.49 1.02 7.68
C 1.78 1.80 8.83
N -0.44 1.17 4.60
H 1.09 -0.86 4.29
H 1.99 -0.81 5.77
H 2.19 0.41 4.35
H -0.22 -0.07 6.27
H -0.04 2.25 6.90
H 1.49 2.40 6.05
H 2.63 1.40 9.38
H 0.90 1.84 9.48
H 2.08 2.83 8.65
H 0.25 1.41 3.90
H -0.83 0.36 4.15
C -3.70 -0.45 4.88
C -4.27 0.63 3.93
C -4.95 1.88 4.54
O -6.28 1.46 5.00
C -7.00 2.42 5.72
N -3.08 1.05 3.16
H -4.45 -0.96 5.48
H -2.85 -0.11 5.47
H -3.25 -1.20 4.24
H -5.01 0.15 3.29
H -5.17 2.63 3.77
H -4.35 2.34 5.33
H -7.10 3.34 5.13
H -6.27 2.65 6.49
H -7.85 2.10 6.32
H -2.58 0.26 2.78
H -2.34 1.49 3.69
C 0.39 -6.61 -2.71
C 0.30 -5.11 -2.74
C -0.41 -4.58 -4.00
O 0.36 -4.79 -5.14
C -0.40 -4.57 -6.31
N -0.38 -4.65 -1.57
H 0.96 -6.97 -3.56
H -0.59 -7.10 -2.70
H 0.86 -6.92 -1.78
H 1.32 -4.74 -2.81
H -0.59 -3.51 -4.01
H -1.38 -5.08 -3.98
H -0.89 -5.52 -6.54
H 0.31 -4.31 -7.10
H -1.20 -3.84 -6.18
H -0.42 -3.64 -1.64
H -1.33 -4.98 -1.52
C -4.71 -0.78 -4.50
C -3.92 -1.73 -3.60
C -3.71 -3.18 -4.14
O -4.84 -3.96 -4.35
C -5.49 -4.49 -3.16
N -2.62 -1.15 -3.28
H -5.75 -1.06 -4.67
H -4.26 -0.84 -5.49
H -4.70 0.28 -4.23
H -4.52 -1.73 -2.69
H -3.03 -3.65 -3.43
H -3.19 -3.22 -5.10
H -6.20 -5.21 -3.55
H -5.92 -3.69 -2.55
H -4.72 -4.96 -2.54
H -1.98 -1.70 -2.73
H -2.71 -0.26 -2.80
C 3.44 -5.25 -0.46
C 2.72 -4.67 0.75
C 2.64 -3.13 0.73
O 3.95 -2.62 0.70
C 4.11 -1.21 0.98
N 1.40 -5.29 0.77
H 2.98 -4.97 -1.41
H 3.47 -6.34 -0.41
H 4.43 -4.81 -0.34
H 3.33 -4.98 1.61
H 2.05 -2.63 1.49
H 2.16 -2.82 -0.21
H 3.59 -0.59 0.24
H 5.14 -0.88 0.91
H 3.69 -0.93 1.94
H 0.96 -5.06 -0.11
H 0.83 -4.74 1.40
C 3.07 4.10 -2.07
C 2.37 3.73 -3.40
C 3.24 3.02 -4.45
O 4.33 3.90 -4.93
C 5.08 3.38 -5.95
N 1.14 3.04 -3.18
H 2.29 4.53 -1.45
H 3.85 4.82 -2.29
H 3.46 3.19 -1.60
H 2.06 4.60 -3.97
H 2.58 2.76 -5.28
H 3.71 2.10 -4.11
H 5.82 4.14 -6.18
H 4.45 3.10 -6.80
H 5.64 2.55 -5.53
H 1.39 2.18 -2.73
H 0.49 3.54 -2.58
C 5.17 2.31 1.10
C 4.38 2.98 2.28
C 3.60 4.15 1.76
O 4.50 5.09 1.01
C 4.04 6.50 0.97
N 3.46 1.99 2.84
H 4.53 2.14 0.23
H 5.67 1.39 1.40
H 5.94 3.00 0.76
H 5.19 3.25 2.95
H 3.17 4.79 2.54
H 2.89 3.69 1.08
H 4.13 6.92 1.97
H 2.99 6.53 0.69
H 4.60 7.04 0.20
H 2.57 2.38 3.11
H 3.21 1.58 1.95
C -1.71 -3.90 4.31
C -1.90 -4.15 2.73
C -3.08 -3.36 2.09
O -3.16 -3.75 0.75
C -4.05 -2.99 -0.03
N -0.70 -3.81 2.03
H -2.57 -4.19 4.91
H -1.52 -2.84 4.47
H -0.80 -4.42 4.62
H -2.08 -5.22 2.66
H -2.91 -2.29 2.18
H -4.00 -3.72 2.55
H -3.80 -1.94 -0.13
H -5.00 -2.85 0.49
H -4.21 -3.41 -1.03
H -0.59 -2.81 1.99
H -0.91 -3.99 1.05
C 0.18 5.46 2.09
C -0.43 4.96 3.42
C -1.96 4.51 3.22
O -2.76 5.60 2.73
C -3.99 5.13 2.26
N 0.35 3.83 3.82
H -0.57 6.12 1.63
H 0.41 4.72 1.33
H 1.11 6.02 2.17
H -0.39 5.84 4.07
H -2.38 4.18 4.17
H -1.97 3.64 2.57
H -4.58 4.75 3.09
H -3.94 4.26 1.61
H -4.60 5.87 1.74
H 0.47 3.12 3.10
H -0.07 3.29 4.56
C -3.10 4.22 -1.27
C -1.99 3.16 -1.00
C -2.01 1.86 -1.94
O -3.25 1.19 -1.93
C -3.72 0.74 -0.68
N -0.68 3.82 -1.00
H -2.86 4.85 -2.13
H -3.28 4.90 -0.44
H -4.08 3.83 -1.51
H -2.07 2.81 0.03
H -1.24 1.16 -1.63
H -1.86 2.18 -2.97
H -2.99 0.10 -0.18
H -4.73 0.32 -0.73
H -3.83 1.55 0.04
H -0.08 3.10 -0.61
H -0.63 4.51 -0.27
C 3.43 -2.39 -2.90
C 3.33 -1.65 -4.25
C 4.51 -2.11 -5.21
O 4.31 -1.79 -6.59
C 5.41 -2.15 -7.40
N 2.05 -2.11 -4.84
H 3.14 -3.44 -2.97
H 2.78 -1.88 -2.19
H 4.46 -2.31 -2.57
H 3.30 -0.56 -4.19
H 4.64 -3.18 -5.08
H 5.46 -1.66 -4.94
H 5.38 -3.23 -7.26
H 6.39 -1.82 -7.04
H 5.30 -1.86 -8.44
H 2.03 -3.12 -4.87
H 2.12 -1.83 -5.81
```

Results of the Löwdin charge analysis, in e, for atoms 1 through 5:
1 Li 0.6428
2 C -0.0050
3 C -0.3727
4 C -0.2882
5 O -0.1033